Record 1
{
  "formula": "C14H48O10",
  "method": "ωB97M-V/def2-TZVPD",
  "orbital_gap_ha": 0.361,
  "charge": 0,
  "homo_energy_ev": -9.8,
  "energy_ev": -35766.65853,
  "smiles": "CCO.CCO.CCO.CCO.CO.CO.CO.CO.CO.CO",
  "elements": ["C", "C", "O", "H", "H", "H", "H", "H", "H", "C", "C", "O", "H", "H", "H", "H", "H", "H", "C", "C", "O", "H", "H", "H", "H", "H", "H", "C", "C", "O", "H", "H", "H", "H", "H", "H", "C", "O", "H", "H", "H", "H", "C", "O", "H", "H", "H", "H", "C", "O", "H", "H", "H", "H", "C", "O", "H", "H", "H", "H", "C", "O", "H", "H", "H", "H", "C", "O", "H", "H", "H", "H"],
  "xyz": [[1.021, -2.212, -4.460], [0.288, -1.235, -3.484], [-0.789, -1.740, -2.715], [0.369, -3.069, -4.629], [1.957, -2.450, -3.955], [1.284, -1.720, -5.396], [-0.022, -0.343, -4.028], [0.978, -0.769, -2.781], [-1.337, -2.096, -3.417], [0.323, 0.902, 1.235], [0.071, 0.482, -0.190], [-0.819, -0.547, -0.232], [0.898, 0.171, 1.803], [-0.622, 1.055, 1.757], [0.898, 1.827, 1.272], [0.968, 0.057, -0.641], [-0.221, 1.353, -0.776], [-0.797, -0.955, -1.101], [1.618, 2.908, 4.050], [2.722, 3.394, 3.072], [3.874, 3.484, 3.830], [0.652, 2.904, 3.546], [1.527, 3.464, 4.983], [1.770, 1.854, 4.283], [2.573, 4.404, 2.688], [2.831, 2.768, 2.186], [4.569, 4.022, 3.444], [2.998, -2.763, -0.482], [2.918, -3.705, 0.675], [3.122, -2.996, 1.895], [2.642, -3.258, -1.385], [3.981, -2.432, -0.815], [2.324, -1.923, -0.312], [3.672, -4.481, 0.541], [1.977, -4.255, 0.646], [4.011, -2.638, 1.838], [1.068, 3.615, -2.758], [2.123, 2.644, -2.696], [0.084, 3.147, -2.742], [1.110, 4.318, -1.927], [1.175, 4.235, -3.648], [2.032, 2.089, -3.474], [-3.643, 0.557, -2.350], [-4.821, 0.767, -3.049], [-2.816, 0.059, -2.856], [-3.223, 1.509, -2.024], [-3.821, -0.032, -1.450], [-4.558, 1.159, -3.885], [-0.907, 3.940, 0.382], [-0.657, 4.507, 1.647], [-0.017, 3.779, -0.228], [-1.383, 2.966, 0.493], [-1.567, 4.599, -0.182], [-1.461, 4.311, 2.134], [-1.460, -4.037, -0.604], [-0.537, -5.156, -0.685], [-2.182, -4.018, -1.421], [-2.079, -4.019, 0.293], [-0.963, -3.067, -0.558], [0.004, -5.075, -1.474], [-3.974, 0.420, 2.215], [-3.525, -0.069, 3.502], [-3.211, 1.073, 1.792], [-4.243, -0.281, 1.424], [-4.891, 0.994, 2.345], [-2.828, -0.698, 3.303], [-0.266, -2.434, 2.817], [-1.563, -2.113, 2.275], [0.325, -3.082, 2.169], [0.267, -1.508, 3.032], [-0.397, -2.993, 3.743], [-1.426, -1.566, 1.498]],
  "forces_ev_per_angstrom": [[-0.35, 0.86, 1.39], [1.25, 1.46, -0.45], [0.41, -0.48, -1.12], [0.36, -0.19, -0.15], [-0.09, -0.72, -0.27], [-0.26, -0.05, 0.01], [-0.57, -0.02, -0.41], [0.29, -0.51, 0.22], [-0.86, -0.34, 0.48], [0.31, 0.14, 0.27], [1.87, 0.64, 0.07], [-2.19, -1.32, 0.58], [-0.06, -0.19, -0.15], [-0.09, 0.09, 0.02], [-0.12, 0.08, -0.05], [0.74, 0.69, 0.00], [-0.27, 0.11, -0.24], [-0.30, -0.22, -0.25], [-0.13, -0.39, -1.29], [-1.08, 0.94, 0.50], [1.84, -0.63, 1.26], [-0.09, 0.32, -0.05], [0.33, 0.20, -0.25], [0.36, 0.00, 0.19], [-0.93, 0.10, -0.13], [-0.05, -0.50, 0.08], [-0.24, -0.03, -0.30], [-0.66, 0.12, -1.36], [0.81, -0.17, -0.16], [-0.40, -0.52, -0.02], [-0.33, -0.23, -0.12], [0.24, 0.22, 0.72], [0.17, 0.21, 0.00], [0.25, -0.18, 0.19], [-0.26, 0.43, 0.57], [0.08, 0.11, 0.16], [0.27, 0.10, -0.26], [-0.46, 0.45, 0.32], [-0.10, -0.08, -0.06], [0.38, -0.38, 0.17], [-0.14, -0.06, -0.22], [0.07, -0.03, -0.03], [1.17, 0.23, 1.37], [-0.38, -0.28, -0.78], [-0.22, -0.29, -0.60], [0.10, 0.24, 0.26], [-0.29, 0.03, -0.06], [-0.34, 0.09, -0.15], [-0.49, -0.13, -0.53], [0.28, -0.16, 0.06], [0.26, 0.22, 0.53], [-0.12, -0.10, -0.14], [-0.15, -0.02, -0.26], [0.10, 0.23, 0.43], [0.16, 0.16, -0.07], [-0.90, 0.68, 0.60], [0.16, -0.16, -0.35], [0.41, -0.87, 0.28], [0.34, -0.19, -0.24], [-0.14, 0.24, -0.08], [0.08, 0.52, 0.61], [-0.82, 0.25, -1.37], [0.06, 0.21, -0.10], [0.31, -0.81, 0.37], [0.15, 0.16, 0.39], [0.33, -0.46, 0.03], [-0.48, 0.15, 0.02], [0.29, -0.36, 0.61], [-0.02, 0.17, -0.30], [0.23, -0.16, 0.05], [-0.25, 0.18, 0.01], [0.19, 0.18, -0.46]],
  "mulliken_charge": [-1.10, -0.23, -0.48, 0.31, 0.25, 0.33, 0.36, 0.22, 0.28, -1.01, 0.71, 0.04, 0.34, 0.06, 0.10, -0.04, -0.20, 0.03, -0.90, -0.12, -0.53, 0.21, 0.36, 0.27, 0.22, 0.24, 0.30, -0.67, -0.44, -0.51, 0.19, 0.47, 0.12, 0.36, 0.24, 0.30, -0.55, -0.49, 0.18, 0.21, 0.37, 0.29, -0.06, -0.55, -0.05, 0.23, 0.13, 0.31, 0.02, -0.50, -0.15, -0.13, 0.39, 0.32, -0.20, -0.55, 0.31, 0.33, -0.08, 0.29, -0.32, -0.56, -0.06, 0.20, 0.39, 0.38, -0.32, -0.63, -0.01, 0.17, 0.40, 0.23]
}

=====

Record 2
{
  "formula": "C14H52N8O12",
  "method": "ωB97M-V/def2-TZVPD",
  "orbital_gap_ha": 0.293,
  "charge": 0,
  "homo_energy_ev": -7.9,
  "energy_ev": -51847.03522,
  "smiles": "NC(N)=O.NC(N)=O.NC(N)=O.NC(N)=O.CCO.CCO.CO.CO.CO.CO.CO.CO",
  "elements": ["N", "C", "N", "O", "H", "H", "H", "H", "N", "C", "N", "O", "H", "H", "H", "H", "N", "C", "N", "O", "H", "H", "H", "H", "N", "C", "N", "O", "H", "H", "H", "H", "C", "C", "O", "H", "H", "H", "H", "H", "H", "C", "C", "O", "H", "H", "H", "H", "H", "H", "C", "O", "H", "H", "H", "H", "C", "O", "H", "H", "H", "H", "C", "O", "H", "H", "H", "H", "C", "O", "H", "H", "H", "H", "C", "O", "H", "H", "H", "H", "C", "O", "H", "H", "H", "H"],
  "xyz": [[-1.007, 4.872, 0.590], [-0.621, 4.675, -0.638], [-0.691, 3.458, -1.103], [-0.269, 5.664, -1.471], [-1.108, 5.778, 0.972], [-1.540, 4.080, 1.108], [-0.246, 3.229, -1.997], [-0.868, 2.554, -0.644], [2.492, -0.487, -0.104], [2.950, 0.680, 0.214], [4.245, 0.665, 0.391], [2.264, 1.880, 0.437], [1.474, -0.627, -0.175], [2.932, -1.448, -0.160], [4.665, 1.598, 0.250], [4.929, -0.009, 0.203], [-2.107, 2.854, 1.865], [-1.247, 1.965, 1.488], [-1.634, 1.338, 0.416], [-0.022, 1.659, 2.102], [-1.894, 3.236, 2.831], [-3.072, 2.791, 1.527], [-1.061, 0.480, 0.170], [-2.631, 1.246, 0.134], [1.126, -4.646, 0.988], [1.493, -3.572, 1.639], [2.667, -3.604, 2.157], [0.703, -2.423, 1.631], [0.136, -4.658, 0.845], [1.548, -5.612, 1.095], [2.953, -2.740, 2.599], [3.201, -4.461, 2.368], [-0.317, -0.341, -2.305], [-0.491, -1.509, -1.349], [-0.691, -1.034, -0.077], [0.039, -0.675, -3.300], [0.484, 0.231, -2.000], [-1.215, 0.248, -2.333], [0.432, -2.162, -1.395], [-1.191, -2.192, -1.764], [-0.508, -1.675, 0.616], [2.096, -0.052, 3.299], [3.217, -0.941, 3.791], [3.877, -1.160, 2.615], [2.550, 0.889, 3.032], [1.409, 0.270, 4.092], [1.467, -0.501, 2.512], [2.752, -1.800, 4.351], [3.853, -0.412, 4.476], [3.672, -0.449, 2.006], [4.068, 1.495, -2.955], [2.863, 0.713, -2.916], [4.249, 1.977, -1.976], [4.042, 2.230, -3.726], [4.909, 0.923, -3.171], [2.859, 0.147, -2.130], [-1.820, -0.370, 3.208], [-2.182, -1.328, 4.126], [-2.531, -0.430, 2.357], [-0.888, -0.643, 2.805], [-1.797, 0.667, 3.648], [-1.584, -1.232, 4.886], [-2.263, -5.346, -0.458], [-1.342, -4.421, 0.091], [-3.073, -4.871, -0.903], [-2.630, -5.981, 0.355], [-1.838, -5.963, -1.279], [-1.867, -3.895, 0.722], [0.936, 3.437, -4.087], [0.292, 2.416, -3.358], [0.495, 4.360, -3.847], [0.895, 3.288, -5.175], [1.909, 3.508, -3.718], [0.805, 1.605, -3.491], [-4.095, -1.929, -0.316], [-5.096, -2.922, -0.342], [-3.331, -2.312, -1.007], [-3.574, -1.790, 0.643], [-4.536, -0.974, -0.648], [-6.013, -2.668, -0.656], [-3.327, 1.967, -2.682], [-3.281, 2.978, -1.700], [-4.234, 2.044, -3.323], [-3.381, 0.984, -2.243], [-2.429, 1.943, -3.258], [-2.367, 3.255, -1.513]],
  "forces_ev_per_angstrom": [[-1.61, -1.31, 3.06], [1.69, 5.72, -4.33], [0.31, -3.54, -2.10], [-0.97, -3.42, 3.20], [0.17, 0.91, -0.22], [1.56, 2.27, -1.40], [-0.10, 0.66, 0.44], [0.38, 1.31, 0.57], [-3.88, -4.69, -1.68], [-3.53, 7.28, 1.46], [3.77, 3.96, 0.56], [3.42, -6.79, -1.87], [0.57, 0.53, 0.50], [0.09, 2.22, 0.46], [-0.54, -0.67, 0.74], [0.25, -1.73, -0.50], [-2.19, 2.80, 4.68], [7.86, -4.00, 3.12], [-0.42, -3.58, -2.68], [-6.85, 2.34, -2.98], [-0.83, -0.59, -1.66], [0.59, 0.16, 0.47], [-0.80, 1.04, 0.42], [1.15, 0.57, 0.39], [-0.60, -3.23, -0.52], [-3.96, 4.54, -0.91], [2.99, 0.36, 2.27], [3.34, -5.09, 0.20], [-0.64, -0.31, -0.74], [-0.38, 2.14, 0.06], [0.53, -0.12, -0.21], [-0.78, 0.90, -0.44], [-0.50, -1.81, -0.73], [2.61, -0.92, -1.82], [-0.93, 0.49, 0.17], [-0.83, -0.07, 0.28], [1.57, 1.66, 1.12], [-0.28, 0.32, -0.37], [-0.39, 0.66, 0.23], [-1.48, -0.51, 0.19], [0.68, -0.77, 0.49], [-1.43, 0.79, 1.84], [-2.65, 1.32, 0.94], [2.47, -2.36, -1.21], [-0.01, 0.38, -0.77], [-0.07, -0.23, 0.03], [0.67, 0.21, 0.32], [0.92, 0.00, -0.97], [0.33, 0.20, 0.66], [0.05, 0.19, 0.18], [-1.22, 0.28, 1.71], [0.31, 0.27, -0.49], [-0.25, 0.08, -0.52], [-0.63, 0.61, -0.49], [1.54, -1.48, -0.36], [0.09, 0.30, -0.16], [-0.90, 1.33, -0.71], [-0.50, -1.04, 1.92], [0.12, 0.28, 0.59], [1.51, 0.26, -0.60], [0.01, -0.97, -0.56], [-0.39, -0.24, -0.39], [0.81, -1.67, 0.28], [-0.77, 0.60, 0.02], [-1.64, 1.13, -0.65], [-0.05, -0.25, -0.33], [0.34, 0.41, 0.84], [0.47, -0.06, -0.28], [-0.48, -0.58, -0.82], [-0.30, -0.94, -0.81], [-0.95, 1.19, 0.32], [0.09, -0.10, 0.24], [1.98, 0.15, 0.14], [0.02, 0.25, 0.29], [-0.15, 0.29, -1.04], [-1.92, -0.78, 0.28], [0.03, 0.70, -0.07], [-0.68, -0.21, 0.13], [0.66, -0.14, 0.06], [2.11, 0.15, 0.66], [-0.66, 0.23, 0.14], [-1.25, -0.17, 0.10], [0.67, 0.34, 0.34], [-0.18, -0.71, 0.54], [0.59, 0.28, -0.84], [0.23, 0.02, -0.40]],
  "mulliken_charge": [-0.25, 0.43, 0.25, -0.81, 0.22, 0.36, 0.22, 0.19, 0.08, 0.01, -0.17, -0.70, -0.43, 0.29, 0.39, 0.15, -0.31, 0.00, 0.82, -0.60, 0.47, 0.26, -0.85, 0.14, -0.35, 0.09, -0.28, -0.55, 0.39, 0.24, 0.23, 0.22, -0.60, -0.66, 1.29, 0.52, -0.39, 0.11, 0.21, 0.41, -0.51, -0.61, -0.75, -0.75, 0.41, 0.51, -0.04, 0.36, 0.38, 0.52, -0.80, -0.50, 0.24, 0.37, 0.36, 0.42, 0.15, -0.59, 0.00, -0.23, 0.30, 0.34, -0.76, -0.59, 0.27, 0.32, 0.28, 0.21, -0.97, -0.57, 0.41, 0.29, 0.27, 0.24, 0.18, -0.59, -0.11, -0.04, 0.28, 0.33, -0.39, -0.68, 0.35, 0.02, 0.12, 0.53]
}

=====

Record 3
{
  "formula": "C14H54O18",
  "method": "ωB97M-V/def2-TZVPD",
  "orbital_gap_ha": 0.376,
  "charge": 0,
  "homo_energy_ev": -9.9,
  "energy_ev": -52245.28987,
  "elements": ["O", "H", "H", "O", "H", "H", "O", "H", "H", "O", "H", "H", "C", "C", "O", "O", "H", "H", "H", "H", "H", "H", "C", "C", "O", "O", "H", "H", "H", "H", "H", "H", "C", "C", "O", "O", "H", "H", "H", "H", "H", "H", "C", "C", "O", "O", "H", "H", "H", "H", "H", "H", "C", "C", "O", "O", "H", "H", "H", "H", "H", "H", "C", "O", "H", "H", "H", "H", "C", "O", "H", "H", "H", "H", "C", "O", "H", "H", "H", "H", "C", "O", "H", "H", "H", "H"],
  "xyz": [[15.667, 12.955, 12.308], [15.384, 13.253, 13.187], [16.204, 13.613, 11.859], [14.849, 16.117, 12.926], [15.485, 16.409, 13.551], [14.310, 15.426, 13.333], [12.527, 12.832, 5.965], [13.337, 12.363, 5.673], [12.919, 13.364, 6.705], [14.108, 13.641, 14.471], [14.140, 13.354, 15.381], [13.336, 13.080, 14.211], [17.040, 10.791, 6.266], [16.243, 11.046, 5.008], [14.822, 11.142, 5.192], [16.892, 11.882, 7.135], [18.068, 10.714, 5.894], [16.825, 9.767, 6.688], [16.496, 10.333, 4.208], [16.605, 12.037, 4.596], [14.451, 10.267, 5.484], [16.204, 11.537, 7.760], [10.447, 12.501, 14.750], [9.381, 13.411, 14.046], [8.483, 13.645, 15.131], [11.695, 12.372, 14.085], [9.998, 11.500, 15.059], [10.660, 13.064, 15.691], [8.978, 12.787, 13.217], [9.975, 14.237, 13.570], [7.641, 13.906, 14.699], [11.569, 11.837, 13.298], [11.709, 7.340, 11.213], [11.675, 8.866, 11.371], [12.909, 9.336, 11.810], [12.729, 6.917, 10.292], [10.722, 7.049, 10.815], [11.881, 6.784, 12.103], [10.883, 9.252, 12.126], [11.277, 9.274, 10.429], [13.101, 10.288, 11.567], [13.561, 7.398, 10.514], [11.754, 12.994, 10.967], [12.824, 12.780, 9.872], [13.800, 11.877, 10.299], [11.184, 11.736, 11.305], [10.904, 13.650, 10.747], [12.252, 13.392, 11.873], [13.321, 13.710, 9.580], [12.414, 12.448, 8.971], [14.544, 12.389, 10.761], [10.322, 11.653, 10.830], [16.205, 15.412, 8.752], [15.043, 15.212, 7.800], [14.719, 13.810, 7.579], [17.473, 15.095, 8.150], [16.018, 14.879, 9.763], [16.293, 16.468, 8.923], [15.196, 15.679, 6.837], [14.139, 15.728, 8.198], [15.412, 13.334, 7.092], [17.503, 14.180, 7.743], [11.695, 9.351, 7.184], [11.088, 10.631, 7.179], [12.406, 9.324, 7.945], [10.904, 8.693, 7.512], [11.951, 9.086, 6.118], [11.744, 11.270, 6.799], [15.805, 9.332, 9.305], [15.214, 10.321, 8.466], [16.634, 8.885, 8.787], [16.139, 9.796, 10.209], [15.023, 8.605, 9.536], [14.565, 10.830, 8.994], [8.005, 10.709, 9.252], [9.420, 10.790, 9.301], [7.479, 10.552, 8.283], [7.704, 9.790, 9.762], [7.472, 11.615, 9.628], [9.860, 10.834, 8.397], [15.383, 6.731, 13.503], [15.377, 7.992, 12.791], [14.599, 6.089, 13.037], [16.309, 6.223, 13.468], [15.114, 6.947, 14.535], [14.597, 8.449, 12.551]],
  "forces_ev_per_angstrom": [[-0.05, -0.65, -0.79], [0.00, 0.32, -0.12], [0.01, 0.32, 0.51], [-0.96, -0.34, -1.30], [0.70, 0.22, 1.01], [0.30, 0.10, 0.31], [0.91, 0.02, 1.01], [-0.30, 0.18, -0.24], [-0.40, -0.43, -0.79], [-0.72, -0.64, -0.27], [0.56, 0.23, 0.74], [0.08, 0.54, -0.33], [0.35, -0.96, -1.26], [0.14, 0.83, -1.00], [-0.20, -1.03, 0.37], [-0.47, -0.43, 0.86], [0.18, 0.21, 0.34], [-0.11, 1.22, 0.02], [-0.18, -0.17, 0.32], [-0.76, -0.87, 0.55], [0.79, 1.16, -0.34], [0.39, 0.20, 0.05], [-0.46, 0.43, 1.21], [2.06, -2.15, 0.00], [-0.87, 0.84, -1.88], [-0.33, -0.07, 0.20], [0.57, 1.16, -0.60], [-0.03, -0.60, -0.53], [-0.40, 0.61, 0.45], [-1.01, 0.01, 0.79], [0.60, -0.14, 0.77], [-0.15, -0.28, -0.56], [0.04, 0.65, -0.87], [-2.22, 0.34, 0.91], [1.61, 1.21, -0.32], [0.33, 0.77, -0.02], [0.48, -0.06, -0.03], [-0.04, -0.13, 1.23], [0.84, -1.18, -0.91], [0.79, 0.14, -0.02], [-0.69, -1.34, -0.04], [-0.97, -0.45, -0.01], [0.36, -0.18, 0.10], [-0.19, 2.05, 1.07], [1.82, 0.03, 1.07], [-0.72, -0.08, 0.25], [0.59, 0.38, -0.53], [-0.17, -0.13, -0.40], [-0.23, 0.24, 0.34], [-0.98, -0.99, -1.31], [-1.34, -1.02, -0.33], [0.91, -0.36, 0.06], [0.32, -1.09, 0.07], [-0.70, -0.69, 0.24], [-0.20, 0.66, 0.41], [-0.31, -1.45, -0.30], [0.32, 0.65, -1.56], [-0.09, 0.59, 0.44], [0.52, 0.22, -0.28], [0.43, -0.71, 0.02], [0.12, 0.34, 0.03], [-0.36, 1.34, 0.90], [-2.04, 0.06, -1.73], [0.62, 1.10, -0.51], [1.98, -0.37, 0.72], [-0.17, -0.57, -0.09], [0.39, -0.05, 1.29], [-0.91, -0.01, 0.25], [-1.15, 0.26, -0.10], [-0.31, 0.37, -0.34], [0.24, -0.24, -0.20], [0.39, 0.07, 0.75], [0.38, -0.27, 0.09], [0.20, -0.12, 0.10], [-1.23, -0.28, -0.54], [-0.09, 0.40, -1.10], [1.18, 0.24, -0.13], [-0.08, 0.36, 0.62], [0.70, -0.60, 0.31], [-0.45, 0.02, 1.01], [-3.27, 1.50, -0.87], [3.44, -1.14, 0.23], [0.55, 0.08, 0.55], [1.16, 0.01, -0.39], [0.01, -0.33, 0.23], [-2.04, -0.08, 0.14]],
  "mulliken_charge": [-0.64, 0.36, 0.29, -0.62, 0.30, 0.31, -0.77, 0.50, 0.35, -0.65, 0.30, 0.48, -0.26, -0.67, -0.53, -0.38, 0.36, 0.10, 0.45, 0.26, 0.24, 0.48, -0.46, -0.17, -0.51, -0.58, 0.29, 0.33, 0.16, 0.19, 0.33, 0.16, -0.74, 0.42, -0.26, -0.57, 0.36, 0.30, 0.08, -0.11, 0.09, 0.33, -0.76, 0.36, 0.01, -0.01, 0.54, 0.10, -0.11, 0.03, -0.12, -0.02, 0.05, -0.62, -0.24, -0.57, -0.22, 0.42, 0.38, 0.37, 0.12, 0.35, -0.59, -0.63, 0.22, 0.31, 0.25, 0.27, -0.68, -0.26, 0.33, 0.36, 0.01, 0.24, -0.87, -0.22, 0.30, 0.31, 0.27, 0.35, -0.57, -0.50, 0.22, 0.26, 0.25, 0.36]
}

=====

Q: Number 3 is which compound?
A: C14H54O18